# 1
Entry from the OMol25 dataset: a cluster of 5 separate species, C22H39ClN6O5S in total at a distorted geometry (ωB97M-V/def2-TZVPD).

Maximum force: 5.0 eV/Å
Frontier orbital gap: 0.26390 hartree
E_tot: -2424.644442 hartree
HOMO energy: -8.3064 eV

```
! wB97M-V def2-TZVPD RIJCOSX def2/J DEFGRID3
* xyz 0 1
C 0.220 -4.505 4.608
C 1.331 -5.303 3.712
C 2.783 -4.619 3.802
Cl 4.058 -5.951 3.798
C 3.099 -3.556 2.652
C 4.119 -3.800 1.481
C 4.443 -2.693 0.370
C 5.531 -2.952 -0.795
C 3.738 -1.286 0.375
O 4.041 -0.263 -0.607
C 2.696 -1.017 1.546
N 1.978 0.233 1.693
S 1.039 0.039 3.108
N 1.442 -1.577 3.570
C 2.397 -2.124 2.633
H -0.726 -4.326 3.990
H -0.094 -5.165 5.499
H 0.647 -3.521 5.018
H 1.429 -6.341 4.220
H 0.976 -5.512 2.645
H 2.858 -4.088 4.812
H 4.668 -4.796 1.389
H 5.105 -3.488 -1.709
H 5.914 -1.918 -1.147
H 6.436 -3.474 -0.318
H 4.753 0.274 -0.188
C 2.259 0.016 6.296
C 1.778 1.225 7.052
O 0.670 1.711 6.862
N 2.614 1.783 7.971
C 3.949 1.364 8.339
H 1.483 -0.310 5.604
H 3.153 0.265 5.720
H 2.469 -0.801 6.990
H 2.219 2.589 8.435
H 3.954 1.136 9.407
H 4.633 2.194 8.148
H 4.276 0.489 7.780
C -2.000 -2.403 -1.423
C -1.230 -1.995 -0.196
O -1.251 -2.659 0.836
N -0.494 -0.854 -0.252
C -0.340 0.060 -1.365
H -2.536 -3.332 -1.222
H -2.730 -1.632 -1.682
H -1.316 -2.572 -2.257
H -0.007 -0.648 0.609
H 0.722 0.114 -1.616
H -0.681 1.046 -1.045
H -0.904 -0.253 -2.240
C -4.102 2.329 -3.289
C -2.614 2.548 -3.244
O -1.816 1.640 -3.446
N -2.160 3.800 -2.968
C -2.932 4.995 -2.703
H -4.307 1.282 -3.520
H -4.546 2.561 -2.318
H -4.550 2.948 -4.070
H -1.152 3.867 -2.955
H -2.664 5.747 -3.448
H -2.661 5.364 -1.711
H -4.004 4.812 -2.741
C -4.135 4.973 -7.886
C -5.125 4.135 -7.123
O -5.599 4.501 -6.054
N -5.494 2.937 -7.652
C -5.054 2.330 -8.889
H -3.943 5.895 -7.337
H -3.192 4.433 -7.995
H -4.540 5.232 -8.867
H -6.160 2.435 -7.081
H -5.931 2.161 -9.518
H -4.593 1.368 -8.654
H -4.339 2.952 -9.424
*
```

Charges computed using Löwdin, reported in e: -0.1151 -0.2496 -0.6178 0.5506 -0.1091 0.0263 -0.1173 -0.0843 -0.1352 -0.0419 -0.2060 -0.2664 0.9582 -0.2417 -0.1730 0.0780 0.0731 0.0492 0.0919 0.1185 0.1104 0.0765 0.0871 0.0773 0.0824 0.1148 -0.0393 -0.5491 0.0239 -0.0021 -0.0824 0.0054 0.0877 0.0897 0.1402 0.0822 0.0820 0.0743 -0.0107 -0.5517 0.0054 0.0125 -0.0778 0.0811 0.0825 0.0853 0.0705 0.0836 0.0793 0.0588 -0.0020 -0.5399 0.0090 0.0047 -0.0752 0.0837 0.0883 0.0674 0.1407 0.0826 0.0822 0.0789 -0.0121 -0.5536 0.0135 0.0022 -0.0785 0.0839 0.0860 0.0854 0.1415 0.0834 0.0846 0.0750

# 2
Entry from the OMol25 dataset: an isolated molecule of C5H11NO (ωB97M-V/def2-TZVPD).

Maximum force: 0.3 eV/Å
Frontier orbital gap: 0.36882 hartree
E_tot: -327.077305 hartree
HOMO energy: -9.0715 eV
Energy above the lowest of the compared OMol25 structures with the same formula, charge and spin: 33.9 kcal/mol

```
! wB97M-V def2-TZVPD RIJCOSX def2/J DEFGRID3
* xyz 0 1
C 1.554 -1.207 -0.566
C 0.671 0.026 -0.427
C 1.020 0.945 0.755
N -0.405 1.072 1.131
C -0.779 -0.010 0.187
O -1.096 -1.213 0.840
C -2.018 0.323 -0.632
H 1.271 -1.875 -1.385
H 2.580 -0.867 -0.755
H 1.590 -1.799 0.358
H 0.663 0.584 -1.371
H -0.357 -1.450 1.413
H 1.577 0.418 1.542
H 1.547 1.879 0.535
H -0.780 1.963 0.816
H -2.179 -0.382 -1.452
H -1.981 1.339 -1.037
H -2.877 0.253 0.047
*
```

Charges computed using Löwdin, reported in e: -0.0660 -0.2672 -0.1699 0.0329 -0.5662 0.0076 -0.0093 0.0778 0.0816 0.0725 0.1380 0.0922 0.1095 0.1107 0.0996 0.0861 0.0809 0.0895

# 3
Entry from the OMol25 dataset: the ion C16H23N2O with charge +1 at a distorted geometry (ωB97M-V/def2-TZVPD).

Maximum force: 1.0 eV/Å
Frontier orbital gap: 0.31348 hartree
E_tot: -807.986255 hartree
HOMO energy: -11.1004 eV
Energy above the lowest of the compared OMol25 structures with the same formula, charge and spin: 0.0 kcal/mol

```
! wB97M-V def2-TZVPD RIJCOSX def2/J DEFGRID3
* xyz 1 1
C -5.841 -1.444 -0.324
C -5.753 -0.118 0.424
H -6.722 0.386 0.399
H -5.470 -0.271 1.472
O -4.869 0.800 -0.201
C -3.539 0.685 -0.050
C -2.771 1.630 -0.743
C -1.400 1.624 -0.652
C -0.739 0.676 0.130
C -1.496 -0.253 0.824
C -2.878 -0.257 0.735
H -3.424 -0.998 1.294
H -1.033 -0.996 1.455
C 0.783 0.724 0.177
C 1.159 2.096 0.484
N 1.504 3.157 0.728
C 1.380 0.340 -1.192
C 2.900 0.454 -1.178
H 3.309 0.154 -2.145
N 3.551 -0.370 -0.119
C 3.425 -1.807 -0.423
H 3.905 -2.027 -1.375
H 3.909 -2.395 0.355
H 2.382 -2.104 -0.485
C 4.987 -0.032 -0.073
H 5.452 -0.244 -1.035
H 5.486 -0.621 0.695
H 5.122 1.024 0.154
C 2.946 -0.052 1.206
C 1.427 -0.189 1.233
H 1.123 -1.221 1.061
H 1.084 0.098 2.229
H 3.394 -0.710 1.954
H 3.210 0.980 1.453
H 3.170 1.497 -0.997
H 1.046 -0.664 -1.456
H 1.003 1.015 -1.963
H -0.834 2.376 -1.183
H -3.283 2.365 -1.341
H -6.578 -2.082 0.155
H -6.145 -1.267 -1.352
H -4.882 -1.958 -0.332
*
```

Charges computed using Löwdin, reported in e: -0.0587 -0.2298 0.1281 0.1190 -0.0316 -0.2607 0.0296 -0.0242 -0.1859 -0.0196 0.0006 0.1101 0.1086 -0.3903 -0.1962 0.2269 -0.0706 -0.0947 0.1487 -0.3337 0.0215 0.1226 0.1227 0.1041 0.0124 0.1203 0.1203 0.1219 -0.0949 -0.0881 0.1218 0.1507 0.1488 0.1404 0.1423 0.1360 0.1408 0.1220 0.1277 0.0818 0.0828 0.0665

# 4
Entry from the OMol25 dataset: the ion C8H17N4 with charge +1 at a distorted geometry (ωB97M-V/def2-TZVPD).

Maximum force: 4.9 eV/Å
Frontier orbital gap: 0.29186 hartree
E_tot: -533.670165 hartree
HOMO energy: -10.9395 eV
Energy above the lowest of the compared OMol25 structures with the same formula, charge and spin: 74.7 kcal/mol

```
! wB97M-V def2-TZVPD RIJCOSX def2/J DEFGRID3
* xyz 1 1
C -0.571 0.973 1.366
C 0.602 0.530 2.127
C -2.116 2.896 1.269
C 0.716 -1.752 1.465
C -0.438 -0.986 -0.592
C 1.498 -1.036 -2.113
C 0.437 1.095 -1.884
C 0.672 -0.191 -1.153
N -1.255 1.982 1.441
N 0.510 -0.813 2.537
N -0.316 -1.743 0.454
N -1.522 -1.003 -1.372
H 1.547 0.718 1.613
H 0.463 1.201 3.038
H -2.900 2.963 1.984
H -2.286 3.508 0.367
H 1.627 -1.402 1.053
H 0.766 -2.808 1.842
H 1.868 -2.056 -1.753
H 2.361 -0.568 -2.423
H 0.897 -1.174 -3.017
H 0.741 1.058 -2.933
H 1.143 1.914 -1.517
H -0.445 1.525 -1.998
H 1.388 0.235 -0.296
H -0.376 -1.145 3.043
H -1.058 -2.226 0.918
H -2.461 -1.263 -1.198
H -1.490 -0.431 -2.265
*
```

Charges computed using Löwdin, reported in e: -0.0563 -0.2379 -0.0057 -0.1968 -0.3234 -0.0451 -0.0667 -0.3621 -0.0124 -0.0508 0.1202 0.2351 0.1253 0.1552 0.0635 0.0881 0.1101 0.1607 0.1215 0.0615 0.0962 0.0943 0.1309 0.0259 0.1533 0.1652 0.1623 0.1240 0.1638

# 5
Entry from the OMol25 dataset: a cluster of 2 separate species, C7H14N2 in total at a distorted geometry (ωB97M-V/def2-TZVPD).

Maximum force: 4.2 eV/Å
Frontier orbital gap: 0.34334 hartree
E_tot: -384.582140 hartree
HOMO energy: -8.5654 eV
Energy above the lowest of the compared OMol25 structures with the same formula, charge and spin: 31.2 kcal/mol

```
! wB97M-V def2-TZVPD RIJCOSX def2/J DEFGRID3
* xyz 0 1
C 1.609 -1.309 -1.503
C 0.933 -2.726 -1.247
C 1.644 -0.437 -0.309
C 1.729 0.931 -0.407
C 1.226 0.335 1.722
N 1.258 -0.852 1.025
N 1.526 1.372 0.916
H 2.649 -1.546 -1.810
H 1.331 -0.672 -2.358
H 0.917 -2.865 -0.187
H 2.151 1.622 -1.099
H 1.004 0.360 2.754
H 1.253 2.434 1.127
H 1.570 -3.499 -1.701
H 0.035 -2.664 -1.800
C -3.236 1.414 0.992
C -1.989 0.921 0.235
H -3.128 2.438 1.397
H -4.144 1.359 0.474
H -3.317 0.845 1.913
H -2.062 -0.107 -0.088
H -1.019 1.168 0.671
H -1.941 1.481 -0.716
*
```

Charges computed using Löwdin, reported in e: -0.2032 -0.0697 -0.3049 -0.0738 -0.2078 0.0991 -0.0184 0.1033 0.1077 0.0429 0.1048 0.1004 0.2080 0.0667 0.0460 -0.1590 -0.1572 0.0681 0.0379 0.0551 0.0614 0.0283 0.0642

# 6
Entry from the OMol25 dataset: an isolated molecule of C14H12BCl2NO3 at a distorted geometry (ωB97M-V/def2-TZVPD).

Maximum force: 2.9 eV/Å
Frontier orbital gap: 0.33415 hartree
E_tot: -1766.462687 hartree
HOMO energy: -8.6164 eV
Energy above the lowest of the compared OMol25 structures with the same formula, charge and spin: 12.4 kcal/mol

```
! wB97M-V def2-TZVPD RIJCOSX def2/J DEFGRID3
* xyz 0 1
Cl 0.405 -0.312 1.736
Cl -0.412 1.739 -0.780
O -2.316 4.094 0.241
O -0.900 -1.306 -0.886
O -3.933 3.144 1.955
B -2.837 3.029 1.059
C 1.127 -1.369 -2.060
C -2.604 -1.208 0.867
C -3.594 -0.493 1.450
C 2.504 -1.320 -2.094
C 2.529 -0.474 0.138
C 1.156 -0.661 0.222
C -1.621 0.834 -0.051
C 0.482 -1.166 -0.882
C -1.666 -0.583 -0.007
C -2.541 1.522 0.688
C -3.524 0.854 1.415
C 3.211 -0.814 -1.007
N 5.441 -1.910 -1.348
C -4.409 1.791 2.151
C 4.692 -0.692 -1.121
H -1.516 3.894 -0.260
H 0.507 -1.765 -2.830
H -2.468 -2.220 1.135
H -4.268 -1.000 2.138
H 3.067 -1.607 -2.952
H 3.008 0.073 0.924
H 5.402 -2.530 -0.563
H 5.093 -2.469 -2.140
H -4.572 1.515 3.211
H -5.374 1.702 1.677
H 4.879 0.065 -1.894
H 5.052 -0.352 -0.133
*
```

Charges computed using Löwdin, reported in e: 0.8186 0.8811 0.1028 0.0255 0.0956 -0.4430 0.0029 0.0000 -0.0340 -0.0180 -0.0599 -0.5827 -0.5939 -0.3078 -0.3161 -0.0665 -0.1840 -0.2349 0.0035 -0.1119 -0.2528 0.0334 0.1247 0.1141 0.1310 0.1085 0.1087 0.0626 0.0713 0.1464 0.1335 0.1226 0.1190